C18H15F4N7Pt as an isolated structure, computed with ωB97M-V/def2-TZVPD.

Its expectation value of S² is 2.05. The multiplicity is 3. The calculation puts the energy above the lowest of the compared OMol25 structures with the same formula, charge and spin at 2.4 kJ/mol. The value obtained for the HOMO-LUMO gap (spin up / spin down) is 6.09 / 5.99 eV. For the highest occupied orbital energy (spin up / spin down), the calculation gives -0.526 / -0.531 Eh. The net charge is +2. The value obtained for the LUMO energy (spin up / spin down) is -8.2 / -8.5 eV.

Each line ends with the Mulliken charge.
Cartesian coordinates (Å):
1 Pt 0.138 0.286 0.643  0.78
2 C 1.627 -1.657 2.440  -0.61
3 C 0.257 -1.351 3.067  -0.68
4 N -0.127 0.052 2.795  -0.33
5 C 0.677 1.063 3.535  -0.55
6 C 0.890 2.318 2.700  -0.74
7 N 1.304 2.005 1.307  -0.25
8 C 2.722 1.641 1.065  -0.76
9 C 3.041 0.241 1.573  -0.55
10 N 1.934 -0.736 1.296  -0.56
11 H 1.630 -2.681 2.074  0.43
12 H 2.430 -1.581 3.171  0.37
13 H 0.275 -1.547 4.141  0.36
14 H -0.518 -1.980 2.629  0.42
15 H -1.114 0.176 3.000  0.38
16 H 1.619 0.602 3.817  0.22
17 H 0.172 1.327 4.465  0.51
18 H 1.621 2.973 3.179  0.37
19 H -0.048 2.870 2.623  0.42
20 H 1.083 2.809 0.728  0.32
21 H 3.391 2.364 1.537  0.37
22 H 2.874 1.703 -0.012  0.41
23 H 3.226 0.247 2.644  0.29
24 H 3.959 -0.112 1.104  0.49
25 H 2.209 -1.305 0.502  0.46
26 F -0.027 2.423 -3.053  -0.28
27 C -0.871 2.715 -4.053  0.22
28 C -0.428 3.412 -5.110  0.12
29 F 0.830 3.792 -5.141  -0.27
30 C -1.305 3.759 -6.221  0.11
31 C -2.686 3.328 -6.058  0.25
32 C -3.111 2.618 -4.993  0.07
33 F -4.378 2.259 -4.913  -0.27
34 C -2.225 2.241 -3.924  0.54
35 C -2.632 1.488 -2.848  0.64
36 C -1.774 1.117 -1.780  0.81
37 N -1.251 0.735 -0.827  -0.74
38 C -3.939 0.930 -2.657  -0.38
39 N -4.978 0.466 -2.511  -0.41
40 F -3.551 3.643 -6.993  -0.25
41 C -0.863 4.421 -7.325  1.35
42 C -1.703 4.773 -8.429  -0.20
43 N -2.316 5.091 -9.346  -0.35
44 C 0.499 4.830 -7.503  -0.18
45 N 1.580 5.160 -7.703  -0.38